{"formula": "C23H49AlN6SSi4", "method": "ωB97M-V with the def2-TZVPD basis set", "e_homo_ev": -13.4, "relative_energy_kcal_mol": 0.0, "e_tot_ha": -3032.62568, "charge": 2, "elements": ["Al", "C", "C", "N", "N", "C", "N", "S", "C", "C", "C", "C", "C", "N", "H", "H", "H", "H", "H", "H", "H", "H", "H", "H", "C", "C", "N", "C", "C", "N", "C", "C", "H", "H", "H", "H", "H", "H", "H", "H", "H", "H", "H", "H", "C", "Si", "C", "C", "Si", "Si", "C", "C", "C", "Si", "C", "C", "C", "H", "H", "H", "H", "H", "H", "H", "H", "H", "H", "H", "H", "H", "H", "H", "H", "H", "H", "H", "H", "H", "H", "H", "H", "H", "H", "H"], "xyz": [[-0.937, -0.209, 0.221], [-3.257, -3.346, -1.865], [-2.504, -2.126, -1.458], [-2.136, -1.904, -0.244], [-2.450, -2.848, 0.689], [-2.107, -2.659, 1.984], [-2.361, -3.653, 2.824], [-1.407, -1.225, 2.482], [-2.029, -1.123, -2.422], [-2.269, -1.182, -3.781], [-1.666, -0.242, -4.611], [-0.812, 0.689, -4.055], [-0.625, 0.681, -2.681], [-1.251, -0.171, -1.873], [-2.686, -4.244, -1.609], [-3.440, -3.384, -2.932], [-4.224, -3.387, -1.356], [-2.873, -3.711, 0.381], [-2.750, -4.538, 2.536], [-2.114, -3.545, 3.795], [-2.902, -1.944, -4.207], [-1.848, -0.263, -5.677], [-0.286, 1.414, -4.660], [0.056, 1.373, -2.208], [-1.718, 2.542, -0.339], [-2.612, 3.775, -0.061], [-3.413, 3.552, 1.129], [-2.518, 3.281, 2.242], [-1.761, 1.952, 2.008], [-2.046, 1.433, 0.621], [-3.512, 1.151, 0.524], [-4.310, 2.425, 0.915], [-0.653, 2.755, -0.231], [-1.901, 2.176, -1.345], [-3.276, 3.963, -0.904], [-2.002, 4.666, 0.083], [-3.096, 3.223, 3.163], [-1.826, 4.117, 2.341], [-2.102, 1.202, 2.713], [-0.677, 2.055, 2.105], [-3.729, 0.317, 1.195], [-3.720, 0.835, -0.501], [-4.880, 2.255, 1.828], [-5.018, 2.685, 0.129], [2.077, -2.448, 2.783], [2.285, -0.617, 2.405], [4.116, -0.241, 2.549], [1.435, 0.479, 3.681], [1.497, -0.101, 0.233], [2.146, -1.901, -1.142], [1.064, -3.407, -0.775], [1.975, -1.541, -2.985], [3.924, -2.348, -0.772], [2.569, 1.924, -0.358], [2.350, 3.159, 1.040], [1.991, 2.763, -1.952], [4.387, 1.572, -0.629], [2.216, -2.611, 3.855], [2.855, -3.015, 2.265], [1.112, -2.867, 2.502], [4.445, -0.577, 3.537], [4.327, 0.827, 2.490], [4.728, -0.753, 1.805], [1.746, 0.167, 4.682], [0.345, 0.473, 3.668], [1.764, 1.512, 3.549], [0.013, -3.204, -0.992], [1.143, -3.720, 0.268], [1.371, -4.247, -1.403], [0.941, -1.613, -3.334], [2.548, -2.298, -3.526], [2.371, -0.567, -3.279], [4.060, -2.691, 0.256], [4.596, -1.505, -0.936], [4.234, -3.159, -1.436], [1.321, 3.266, 1.388], [2.695, 4.143, 0.711], [2.955, 2.876, 1.904], [1.010, 3.239, -1.887], [2.019, 2.101, -2.821], [2.706, 3.567, -2.152], [4.870, 1.139, 0.245], [4.888, 2.516, -0.859], [4.555, 0.897, -1.469]]}